DFT (ωB97M-V/def2-TZVPD) results for a structure of composition Cl2H4Si2 at a distorted geometry.

Its multiplicity is 3. The calculation puts the largest force on an atom at 2.682 eV Å⁻¹. The calculation puts the LUMO energy (spin up / spin down) at 0.5 / -4.6 eV. The value obtained for the HOMO-LUMO gap (spin up / spin down) is 6.67 / 5.93 eV. Its expectation value of S² is 2.0061.

```
8
Properties=species:S:1:pos:R:3:forces:R:3
Si -1.1870 -0.1544 -0.4434 0.7 1.9 -0.4
Si 0.7387 0.5451 0.6706 -0.2 0.4 -2.6
Cl 2.2378 1.4862 -0.3942 -0.3 0.0 0.1
Cl 1.8466 -1.9140 0.2880 0.2 -0.7 -0.2
H -1.7354 1.2982 -0.8239 -0.1 -1.6 0.7
H -1.0349 -0.7469 -1.7503 0.3 -0.4 -0.6
H -1.6837 -1.2037 0.4360 -0.7 0.2 0.4
H 0.8178 0.6894 2.0171 0.2 0.2 2.6
```
Forces are in eV/Å.